# 1
The following is a quantum chemistry calculation of 2 unconnected molecules or ions with the total composition C24H46ClIN4O6 at a distorted geometry, from the Open Molecules 2025 dataset.

Geometry (Å):
H -3.130689 3.209914 0.765918
O 3.706080 -0.178402 -5.002355
C 0.608422 -1.393557 -4.966964
C -2.145400 3.720028 0.324907
H -5.004464 1.660221 3.934332
H 0.545862 -2.564999 4.630946
H 1.617735 -5.635105 3.506765
C 4.672431 0.837891 -5.454893
O 2.357799 2.503516 0.026607
H -0.677317 0.116336 4.470556
H 0.750039 0.609248 -0.543805
H -0.952409 2.059947 -0.675228
C 0.720346 -2.154807 -0.267679
H 0.303982 -3.553007 -4.293462
H -5.480282 -1.115146 2.058928
C -0.840295 2.704866 0.323654
H -1.251579 -3.046800 -2.124024
H 0.994817 -0.290843 5.151847
H 2.591338 -2.513903 -4.622161
N 0.215803 -1.074117 0.637904
C 1.237526 0.727826 3.173755
H -1.359033 -1.174955 -2.732870
H -0.999893 2.149039 3.787575
H 0.229764 -5.459207 4.469792
C 0.394570 -1.873262 3.698811
C -1.224629 2.589463 2.718965
H -5.656271 0.710393 1.625148
H -4.580919 -0.360039 0.489822
H 5.758778 0.365129 -5.361070
H 2.495353 -0.078161 -6.868324
H 3.897928 -1.337141 -6.831953
H 1.618062 -6.200741 5.108333
H 4.553299 1.767705 -4.715846
C 1.986648 2.387497 1.477473
N -2.313333 0.046002 2.459732
H -4.363038 0.041185 4.844194
O -3.168449 2.930874 -1.871628
H -1.318682 -2.642569 -4.831419
H 1.722579 3.468370 1.819708
C 1.092535 0.190899 0.522267
Cl -2.289620 -2.040689 0.388695
C 1.322387 -5.315210 4.520524
I 1.882990 2.310196 4.640126
C 3.049082 -0.846157 -6.151753
C 0.750092 1.285797 1.749556
C 0.399168 -0.253750 4.109753
H 1.052585 -0.774200 -2.189229
H 1.867536 -2.323102 0.023547
N -0.657454 1.807337 1.553952
C -4.126390 0.892606 4.062708
H 0.771979 -0.418672 -4.339014
H 0.022382 -1.059386 -5.950858
O -2.116588 5.165047 -2.052371
C 2.059502 -2.001860 -5.530055
H -2.416410 2.657690 2.749517
H 0.227192 -3.228245 -0.094455
O 4.120906 2.215340 -1.048536
C -1.689843 0.688272 1.269719
H -0.666343 -2.169012 3.238284
H -3.177472 1.470586 4.496709
H 2.242357 -0.069479 0.557105
H 2.283018 0.182104 2.962796
H 1.517764 -2.587851 -2.350629
C -0.694634 -2.161927 -2.650187
H -1.944733 4.760665 0.823565
H 3.020720 1.978040 1.918081
H -3.003909 5.639356 -2.230787
H -0.000802 3.476495 0.114359
C -3.651091 0.214990 2.605600
H -1.272047 -0.146929 -0.809564
N 3.693854 2.749052 -0.022770
H 4.419908 1.156600 -6.553301
C -0.304719 -2.543652 -4.223072
C -2.504706 3.968207 -1.289855
H 1.872100 -2.782907 -6.407190
O 1.760528 -4.136478 4.936651
H 1.221806 -2.104015 2.903879
H -2.619071 1.094046 0.635243
H -0.721594 3.672489 2.718632
C -4.877081 -0.188193 1.609517
C 0.712547 -1.846701 -1.870834
C -1.140906 -0.536087 0.311680

Cartesian forces (eV/Å) of the 6 atoms listed first:
H 2.2 1.3 -1.1
O -0.2 0.5 -2.2
C 0.0 0.0 -1.6
C -0.7 0.2 -1.0
H 1.6 -1.8 0.1
H 0.4 1.0 -1.6

Output
F_max ... 9.0 eV/A
Gap between HOMO and LUMO ... 2.77 eV

Atomic partial charges in e from the Löwdin method, atoms 1 to 2: 0.135 -0.285

---

# 2
The following is a quantum chemistry calculation of a molecular structure, C24H18BF4N2PPd at a distorted geometry, from the Open Molecules 2025 dataset.

Geometry (Å):
H -1.150610 -0.923928 4.174529
H -4.236136 -0.620316 -1.775411
F 0.411176 0.641198 -3.914380
H -2.934458 -1.194284 0.228934
C 2.084748 -3.812810 -2.878988
N 0.830930 -2.041126 -1.895303
C -1.386479 0.735522 2.836591
C -2.990414 1.047611 -2.310577
C -1.173745 1.512040 -0.799094
C -1.498026 0.097269 4.068327
C 0.175768 -2.926441 -1.140941
C -2.409924 2.701184 3.789295
C 1.664153 0.635013 0.078746
C 3.572988 1.723544 0.975726
C -2.645352 -0.341304 -0.375979
C 2.939310 1.133043 -0.114061
H -0.365928 2.181932 -0.516466
H 2.260074 -1.710782 -3.339115
Pd 0.809069 0.186698 -1.538843
C 1.645766 1.293139 2.355668
H 3.417055 2.276805 3.041167
F 1.220885 2.383388 -2.684490
B 1.523895 1.550446 -3.803559
C -2.508852 2.057851 5.017941
C -3.374937 -0.022594 -1.505599
H -2.946550 2.571649 5.864049
C -2.051956 0.757390 5.158144
H -3.542184 1.276148 -3.212411
C 0.985534 0.680344 1.287940
C -1.849276 2.044388 2.706940
H -0.568286 -2.524324 -0.465422
H 3.412851 1.090630 -1.088478
N 1.936941 -7.256816 -2.262720
H -2.769108 3.715954 3.677699
H -1.569948 2.634030 -2.579624
H -2.131304 0.252173 6.111913
C 1.768506 -2.472548 -2.745842
H 4.570000 2.126739 0.853683
H 2.847353 -4.129651 -3.574731
F 1.709632 2.267312 -4.946477
C 2.925639 1.806118 2.200100
C -1.895066 1.811148 -1.957712
H -1.772854 2.552603 1.753052
H 1.147861 1.368875 3.315369
F 2.651617 0.763672 -3.462521
C 1.398812 -4.727399 -2.091255
C 1.699957 -6.136271 -2.187374
H -0.127043 -4.974913 -0.584701
C 0.421659 -4.284741 -1.208035
C -1.525793 0.414187 -0.002752
P -0.607947 -0.189796 1.467047

Cartesian forces (eV/Å) of the 6 atoms listed first:
H 0.0 0.0 0.0
H 0.0 0.0 0.0
F 0.0 -0.1 0.1
H 0.0 0.0 0.0
C 0.0 0.1 0.0
N 0.5 0.2 0.4

Output
F_max ... 1.3 eV/A
Energy above the lowest of the compared OMol25 structures with the same formula, charge and spin ... 24.0 kcal per mole
Gap between HOMO and LUMO ... 7.39 eV

Atomic partial charges in e from the Löwdin method, atoms 1 to 2: 0.095 0.107

---

| no. | molar mass (g mol⁻¹) |
| --- | --- |
| 1 | 649.0 |
| 2 | 558.6 |